[1]
This record from the OMol25 dataset describes a structure of composition C31H34N5OsS2. The level of theory is wB97M-V/def2-TZVPD.

Geometry as XYZ:
```
73
Properties=species:S:1:pos:R:3:forces:R:3:lowdin_charge:R:1
Os -0.87370 -0.93659 0.00367 0.53 0.27 -0.20 0.979
N -1.98372 0.91558 0.83957 0.10 0.06 0.20 -0.007
C -2.05740 2.01419 -0.07758 0.06 -0.06 -0.08 -0.275
C -1.52666 3.25236 0.23693 0.03 0.02 0.01 -0.025
C -1.56511 4.27543 -0.70017 0.00 0.00 -0.01 -0.079
C -2.13404 4.04606 -1.94424 0.01 0.00 0.00 -0.078
C -2.65350 2.79643 -2.25015 -0.02 -0.03 0.00 -0.021
C -2.62590 1.75422 -1.32294 0.00 -0.02 0.02 -0.171
C -3.14259 0.39831 -1.65422 0.08 0.07 -0.14 -0.199
C -4.31703 0.33136 -2.40909 0.01 -0.04 -0.05 -0.042
C -4.82332 -0.87640 -2.85468 0.01 0.04 0.02 -0.075
C -4.14314 -2.04451 -2.54872 0.02 -0.01 -0.01 -0.081
C -2.99468 -1.99638 -1.77461 0.00 -0.04 0.04 -0.131
C -2.47209 -0.79000 -1.28561 -0.25 -0.09 0.43 -0.267
H -1.53256 1.19462 1.70456 -0.03 0.02 -0.01 0.104
H -2.92344 0.59973 1.06664 0.02 -0.07 -0.05 0.107
H -1.08975 3.42157 1.21466 0.00 0.00 0.00 0.116
H -1.15644 5.24684 -0.45609 0.00 0.00 0.01 0.109
H -2.16626 4.83714 -2.68148 0.00 0.00 0.00 0.110
H -3.06713 2.61123 -3.23315 0.00 0.00 0.00 0.121
H -4.84390 1.24938 -2.63834 -0.01 0.01 -0.01 0.114
H -5.73716 -0.90452 -3.43280 0.00 0.01 0.00 0.107
H -4.51014 -2.99989 -2.90134 0.00 0.00 0.00 0.108
H -2.48491 -2.91852 -1.53415 -0.02 -0.01 0.00 0.055
S 0.22164 -2.68916 -0.56889 -0.02 0.05 -0.02 0.129
N 0.09781 0.41981 -1.18277 -0.17 -0.06 -0.43 -0.456
S 1.22068 -0.19705 -2.23364 0.04 0.10 0.28 1.050
C 1.69745 1.25562 -3.16353 0.03 -0.04 -0.06 -0.380
C 2.57001 1.02376 -4.21849 -0.01 0.03 -0.08 -0.078
C 2.97491 2.08817 -5.00674 0.00 -0.01 0.02 -0.058
C 2.49499 3.36527 -4.74521 -0.01 0.00 0.01 -0.059
C 1.61672 3.57851 -3.69333 0.01 0.01 -0.01 -0.056
C 1.21193 2.52299 -2.88721 0.02 0.06 0.07 -0.068
C 2.66298 -0.37886 -1.20726 0.05 -0.04 0.01 -0.448
C 3.46205 -1.48835 -1.42713 -0.02 0.03 0.03 -0.101
C 4.61702 -1.63720 -0.67127 -0.01 0.01 0.00 -0.057
C 4.94070 -0.68988 0.28945 0.02 -0.01 0.00 -0.070
C 4.11855 0.41200 0.50350 -0.02 0.02 -0.01 -0.070
C 2.96952 0.57824 -0.25261 0.02 0.01 0.03 -0.076
H -0.51283 0.97780 -1.78437 -0.11 -0.07 0.13 0.002
H 2.92875 0.02211 -4.42480 -0.01 0.00 0.00 0.116
H 3.65642 1.91883 -5.82900 0.00 0.00 0.00 0.114
H 2.80565 4.19484 -5.36582 0.00 0.00 0.00 0.113
H 1.24108 4.57227 -3.48879 0.01 0.01 -0.01 0.112
H 0.54451 2.71227 -2.05550 0.00 -0.05 -0.02 0.091
H 3.17073 -2.23293 -2.15678 0.01 -0.01 -0.01 0.112
H 5.25493 -2.49629 -0.82768 0.00 0.00 0.00 0.114
H 5.84212 -0.80719 0.87683 0.00 0.00 0.00 0.112
H 4.38272 1.14849 1.25121 0.00 0.00 0.00 0.113
H 2.31420 1.42837 -0.10811 -0.01 -0.01 0.00 0.114
C 2.14644 -2.47658 4.30800 -0.01 -0.02 -0.02 -0.145
C 2.43176 -1.61152 3.09755 0.01 0.00 0.00 -0.165
N 1.18729 -1.28024 2.40563 0.01 0.00 -0.03 0.082
C -0.05629 -1.51943 2.87426 0.06 -0.02 0.01 -0.371
N -1.08307 -1.38741 2.04449 -0.42 -0.11 -0.20 -0.146
C -2.44169 -1.71369 2.50244 -0.02 -0.01 0.04 -0.221
C -2.42740 -2.64889 3.69456 0.00 0.00 -0.02 -0.147
C -1.51961 -2.05728 4.74987 -0.01 0.02 0.02 -0.134
N -0.19717 -1.84706 4.17474 -0.01 -0.01 0.01 -0.034
C 0.96746 -1.88235 5.05230 0.01 0.03 0.03 -0.131
H 3.02188 -2.52566 4.95384 0.00 0.02 0.00 0.124
H 1.89751 -3.49264 3.99549 0.00 0.00 0.01 0.129
H 3.07791 -2.13004 2.38856 0.00 0.02 0.01 0.121
H 2.93816 -0.69046 3.39669 -0.01 0.00 0.01 0.119
H 1.24806 -1.23928 1.39458 0.03 -0.06 0.02 0.029
H -2.97842 -2.17219 1.67218 0.01 0.02 -0.01 0.110
H -2.98121 -0.79727 2.77068 0.01 0.01 0.02 0.109
H -2.05091 -3.62820 3.39188 0.00 0.00 0.01 0.130
H -3.43590 -2.78016 4.08509 0.00 0.02 -0.01 0.126
H -1.40859 -2.72787 5.60125 0.01 -0.01 -0.02 0.126
H -1.92932 -1.11300 5.12604 0.00 -0.01 0.01 0.134
H 0.70491 -2.48417 5.92076 0.00 -0.02 -0.02 0.126
H 1.20757 -0.87472 5.41037 0.00 -0.01 0.01 0.136
```
Positions in Å, forces in eV/Å.

Its total charge is +1. Its molar mass is 731.01 g/mol. The multiplicity is 1. For the relative energy (zero: lowest compared OMol25 entry of this formula, charge and spin), the calculation gives 35.2 kJ/mol. For the HOMO energy (spin up / spin down), the calculation gives -9.480 / -9.544 eV. Its HOMO-LUMO gap (spin up / spin down) is 6.45 / 6.59 eV. As for the calculated total energy: -64281.8375 eV.

[2]
This record from the OMol25 dataset describes a structure of composition C31H35AlClN2Si2 at a distorted geometry. The level of theory is wB97M-V/def2-TZVPD.

Geometry as XYZ:
```
72
Properties=species:S:1:pos:R:3:forces:R:3:lowdin_charge:R:1
C -1.20324 -0.72103 0.72801 -0.74 -0.82 -0.59 -0.202
C -1.79010 -0.15517 -0.50285 -0.45 -1.00 0.38 -0.176
C -1.86826 -1.23097 -1.44957 0.02 0.19 0.71 -0.094
H -2.36497 0.77365 -0.53689 0.32 -0.30 -0.07 0.121
C -1.27814 -2.37819 -0.88324 -0.33 0.03 0.13 -0.096
C -0.86189 -2.09666 0.43340 -0.74 0.89 0.11 -0.098
H -0.49089 -2.82295 1.16395 0.07 0.40 -0.42 0.122
H -1.30204 -0.27883 1.72390 0.26 -0.07 -0.44 0.129
H -2.43929 -1.20609 -2.37805 0.63 0.16 0.12 0.116
H -1.25724 -3.36187 -1.35146 0.27 0.43 0.06 0.111
Al 0.33481 -0.01467 -0.46079 -0.14 -0.40 0.27 -0.167
Si -0.12079 0.09596 -7.07661 1.91 0.05 -1.31 0.750
C 0.18023 1.65930 -8.04584 -0.14 0.20 0.21 -0.357
C 1.35248 1.78200 -8.81039 -0.20 0.53 0.01 -0.103
H 2.06506 0.95043 -8.86184 -0.27 0.29 -0.02 0.110
C 1.61560 2.97574 -9.48950 -0.06 -0.25 0.12 -0.080
H 2.53562 3.06912 -10.06836 -0.28 0.04 0.11 0.105
C 0.70516 4.03581 -9.42058 -0.15 -0.19 0.24 -0.083
H 0.91468 4.96674 -9.94765 -0.08 -0.24 0.12 0.104
C -0.46577 3.90661 -8.66290 0.09 0.09 -0.06 -0.087
H -1.17325 4.73464 -8.60614 0.20 -0.17 -0.06 0.103
C -0.72869 2.72468 -7.96734 0.47 -0.01 -0.26 -0.114
H -1.62908 2.61763 -7.35389 0.25 0.13 -0.25 0.097
C 0.23308 -1.28042 -8.29472 -0.06 -0.55 0.13 -0.328
C -0.34438 -1.23715 -9.57704 0.35 -0.40 -0.01 -0.096
H -1.08015 -0.46603 -9.82100 0.26 -0.20 0.01 0.108
C 0.04131 -2.16703 -10.55011 0.00 0.01 0.16 -0.079
H -0.39582 -2.12011 -11.54868 0.11 -0.01 0.27 0.105
C 0.99500 -3.15023 -10.25437 -0.07 0.19 0.25 -0.082
H 1.30925 -3.86512 -11.01954 -0.13 0.28 0.25 0.106
C 1.54275 -3.21789 -8.96942 -0.15 0.07 0.02 -0.080
H 2.28681 -3.97704 -8.72350 -0.23 0.15 -0.11 0.104
C 1.14403 -2.30481 -7.98707 0.04 0.13 -0.52 -0.109
H 1.56916 -2.37222 -6.98016 -0.12 -0.02 -0.44 0.066
H -1.55168 0.09490 -6.71164 0.09 0.12 0.57 0.018
Si 1.69930 -0.01515 -5.28179 -2.91 -0.28 0.32 0.734
C 0.84084 -1.58276 -4.65097 0.23 -0.41 0.53 -0.430
C -0.55909 -1.72346 -4.61641 0.09 -0.37 -0.17 -0.176
H -1.22640 -0.88272 -4.83892 0.36 -0.40 0.05 0.054
C -1.15309 -2.95813 -4.34729 0.05 -0.04 0.10 -0.093
H -2.24225 -3.04128 -4.36963 0.30 -0.02 0.01 0.113
C -0.36975 -4.07090 -4.03885 0.20 0.29 0.03 -0.088
H -0.84054 -5.03028 -3.80715 0.21 0.32 -0.13 0.109
C 1.02377 -3.92581 -4.00037 -0.07 -0.15 0.01 -0.076
H 1.64394 -4.77737 -3.71611 -0.14 0.20 -0.14 0.107
C 1.62364 -2.70774 -4.31998 -0.60 0.10 0.03 -0.164
H 2.71028 -2.60496 -4.29762 -0.23 -0.15 -0.01 0.097
C 0.86663 1.48834 -4.50272 0.32 0.33 0.45 -0.379
C -0.27844 1.42369 -3.69575 -0.01 0.27 -0.15 -0.157
H -0.66298 0.45083 -3.39128 0.09 0.25 0.04 0.058
C -0.96474 2.58426 -3.33023 0.02 0.03 0.05 -0.118
H -1.87189 2.49953 -2.72481 0.21 0.10 -0.16 0.104
C -0.52033 3.83504 -3.77152 0.03 -0.12 0.05 -0.090
H -1.06020 4.74141 -3.48396 0.16 -0.30 -0.22 0.107
C 0.61711 3.90625 -4.58069 0.14 0.13 0.13 -0.076
H 0.94145 4.87224 -4.97147 -0.03 -0.25 0.19 0.111
C 1.33272 2.75168 -4.90352 -0.52 0.06 0.08 -0.111
H 2.23658 2.82291 -5.51394 -0.29 0.08 0.06 0.109
H 3.05496 -0.03588 -4.70368 0.43 -0.03 -0.81 -0.005
Cl 1.86732 -0.62685 -1.75560 -0.02 0.06 0.02 0.526
N 1.49737 -0.02077 1.19402 1.16 0.58 0.60 0.023
C 1.88751 1.40041 1.58820 0.10 -0.89 0.36 -0.150
C 1.69052 2.34011 0.42171 -0.61 0.19 -0.83 -0.153
N 0.41533 1.95345 -0.32243 0.53 0.59 0.44 0.061
H 1.12311 -0.50546 2.01272 -0.08 0.22 -0.33 0.124
H 2.34360 -0.55259 0.95319 -0.25 0.30 -0.03 0.109
H 1.26179 1.70157 2.43615 0.12 -0.15 -0.17 0.130
H 2.93869 1.40403 1.90892 -0.39 0.17 0.00 0.135
H 1.58691 3.37150 0.76973 0.24 -0.15 -0.05 0.133
H 2.52630 2.27690 -0.28505 -0.31 -0.01 0.07 0.130
H -0.39806 2.31876 0.18839 0.30 -0.19 -0.14 0.141
H 0.36486 2.41105 -1.24072 0.15 -0.11 0.03 0.103
```
Positions in Å, forces in eV/Å.

Its total charge is +1. Its molar mass is 554.24 g/mol. The multiplicity is 1. For the relative energy (zero: lowest compared OMol25 entry of this formula, charge and spin), the calculation gives 102.5 kJ/mol. For the HOMO energy, the calculation gives -9.974 eV. Its HOMO-LUMO gap is 7.23 eV. As for the calculated total energy: -70566.8397 eV.

[3]
This record from the OMol25 dataset describes a structure of composition C31H35As2F10N4O7S3Y. The level of theory is wB97M-V/def2-TZVPD.

Geometry as XYZ:
```
93
Properties=species:S:1:pos:R:3:forces:R:3:lowdin_charge:R:1
Y -0.19683 0.29338 0.31556 -0.24 0.02 0.57 1.347
C -0.91491 3.84970 0.68568 -0.01 -0.01 0.00 -0.093
C -2.22610 3.15427 0.35780 0.03 0.00 0.00 -0.260
N -2.39509 1.80048 0.93726 -0.05 -0.08 0.00 -0.206
C -3.68608 1.28136 0.41867 0.00 0.00 0.01 -0.237
C -4.08255 -0.08028 0.96412 0.00 0.01 -0.01 -0.058
C -2.45161 1.89821 2.42556 0.01 0.00 0.03 -0.165
C -1.42974 0.96847 3.05695 -0.03 -0.04 0.02 -0.196
N -0.16912 1.22177 2.38552 0.06 -0.18 -0.17 -0.116
C 0.97904 1.58646 2.98499 0.03 -0.02 -0.02 -0.195
C 2.06944 1.82577 2.12958 0.01 -0.01 -0.02 -0.139
F 1.81334 1.65534 0.77424 0.01 -0.03 -0.02 -0.050
C 3.33437 2.17020 2.52258 -0.01 0.00 0.01 -0.229
F 4.28307 2.34029 1.58864 0.01 0.00 0.00 0.091
C 3.62277 2.33214 3.86402 0.01 0.00 -0.01 0.056
C 2.57811 2.12023 4.74482 -0.03 -0.01 0.00 -0.220
F 2.79830 2.25876 6.05919 0.00 0.00 0.00 0.097
C 1.30473 1.76340 4.34283 -0.03 0.05 0.02 -0.136
F 0.37131 1.57564 5.29774 0.00 0.00 0.01 0.082
H -0.93938 4.85725 0.26732 0.01 0.00 0.00 0.081
H -0.74318 3.93573 1.75711 0.01 0.00 -0.01 0.072
H -0.04876 3.33626 0.26294 0.01 0.01 0.00 0.024
H -3.05957 3.78364 0.69977 0.00 0.00 -0.01 0.127
H -2.33358 3.05391 -0.72378 -0.01 0.00 0.00 0.083
H -4.47647 2.00827 0.65507 0.00 0.00 0.00 0.126
H -3.60542 1.24316 -0.66679 -0.01 0.01 0.00 0.089
H -4.35628 -0.04412 2.01833 0.00 0.00 0.00 0.077
H -4.95156 -0.44476 0.41460 0.00 -0.01 0.00 0.088
H -3.28635 -0.81512 0.85886 0.01 -0.01 0.00 0.049
H -2.22663 2.92157 2.72595 -0.01 -0.01 0.00 0.115
H -3.46176 1.67914 2.77591 0.00 0.01 0.00 0.116
H -1.40499 1.09566 4.13687 0.02 0.06 -0.01 0.119
H -1.73450 -0.07594 2.88970 -0.01 0.00 0.02 0.109
H 4.60883 2.59944 4.21014 0.00 0.00 0.00 0.133
C 2.21420 -1.56094 -3.08753 -0.03 -0.03 0.02 -0.256
As 2.15239 -0.41126 -1.52138 0.08 -0.05 -0.05 1.146
C 3.64035 -1.15024 -0.52689 0.00 0.00 0.02 -0.272
C 2.87517 1.27636 -2.18061 -0.01 0.00 0.00 -0.412
C 4.24364 1.48979 -2.29867 -0.02 0.00 -0.01 -0.095
C 4.73483 2.72527 -2.69610 0.00 -0.01 0.00 -0.073
C 3.85517 3.75705 -2.97949 0.01 0.01 0.00 -0.075
C 2.48649 3.55199 -2.87286 -0.02 0.00 -0.01 -0.102
C 1.98576 2.31734 -2.47484 0.02 -0.02 0.00 -0.421
As 0.06879 1.98687 -2.28406 0.06 0.05 -0.10 1.124
C -0.67907 3.69554 -2.84131 -0.01 -0.02 0.02 -0.292
C -0.28452 1.00000 -3.92934 0.00 -0.05 0.02 -0.278
H 3.24040 -1.64546 -3.44184 0.01 0.01 0.01 0.036
H 1.58669 -1.16303 -3.88018 0.01 0.00 -0.01 0.012
H 1.83299 -2.53514 -2.78444 0.01 -0.01 -0.03 0.022
H 4.51999 -1.27160 -1.15688 -0.02 0.01 -0.02 0.033
H 3.32183 -2.12375 -0.15806 0.01 -0.01 0.00 0.022
H 3.86938 -0.50906 0.32242 0.00 -0.01 0.00 0.033
H 4.93843 0.69358 -2.06403 0.01 0.01 0.00 0.094
H 5.80266 2.88261 -2.77343 0.00 0.00 0.00 0.107
H 4.23189 4.72616 -3.28004 0.00 0.00 0.00 0.106
H 1.81494 4.37093 -3.09600 0.00 0.00 0.00 0.086
H -0.47083 4.47639 -2.11310 0.00 0.00 -0.01 0.022
H -1.75618 3.55736 -2.92834 0.00 0.02 -0.01 0.031
H -0.27982 3.97467 -3.81511 -0.01 0.01 0.00 0.036
H 0.45052 1.26681 -4.68699 0.00 0.02 0.01 0.042
H -1.28941 1.25335 -4.25930 -0.01 0.00 0.02 0.025
H -0.25835 -0.06715 -3.72601 0.01 0.00 -0.01 -0.003
F 2.81654 -3.17724 4.14405 0.04 0.00 -0.03 0.161
C 2.83369 -2.28196 3.16793 -0.07 0.00 0.01 -0.662
F 3.07993 -1.07476 3.68161 0.00 -0.05 0.01 0.146
F 3.81354 -2.58743 2.31495 -0.01 0.03 0.03 0.136
S 1.19266 -2.27134 2.31554 0.06 0.02 -0.04 0.603
O 1.33591 -1.07556 1.46807 0.05 0.03 -0.10 -0.450
O 0.22351 -2.20359 3.36206 -0.06 0.07 -0.04 -0.237
N 1.20600 -3.50952 1.39483 0.03 0.06 0.09 -0.281
S 0.45205 -4.87787 1.71959 -0.09 -0.09 0.00 0.610
O -0.85325 -4.93834 1.12503 0.04 0.06 -0.01 -0.282
O 0.62916 -5.35030 3.05782 0.02 0.03 -0.04 -0.257
C 1.50788 -5.94841 0.65627 0.00 -0.02 -0.03 -0.682
F 1.05444 -7.20103 0.73994 0.04 0.06 -0.03 0.138
F 2.77461 -5.92317 1.07031 -0.03 -0.01 -0.02 0.138
F 1.46536 -5.55927 -0.61767 0.01 -0.05 0.08 0.136
O -3.12739 0.31890 -2.73621 0.00 0.01 -0.02 0.042
C -2.74836 -0.67261 -2.14139 0.00 -0.03 0.03 -0.524
N -1.54178 -0.79450 -1.50195 0.01 0.00 0.01 -0.167
S -1.37343 -2.24712 -0.80880 0.03 0.15 -0.07 0.625
O -0.34829 -3.04323 -1.40479 -0.02 -0.11 0.02 -0.262
O -1.18314 -1.89278 0.61346 0.09 0.15 -0.10 -0.414
C -2.97807 -2.85523 -1.14734 0.03 -0.04 -0.02 -0.217
C -3.56762 -4.04880 -0.78537 0.01 -0.03 0.02 -0.003
C -4.85705 -4.26592 -1.25668 0.00 0.02 -0.01 -0.047
C -5.49654 -3.32478 -2.06207 0.02 0.00 0.01 -0.050
C -4.87195 -2.13456 -2.41656 -0.01 0.00 -0.01 0.003
C -3.59274 -1.90739 -1.94488 -0.06 0.02 -0.02 -0.142
H -3.04616 -4.76404 -0.16241 0.01 0.01 0.00 0.115
H -5.37091 -5.18145 -0.99622 0.00 0.00 0.00 0.112
H -6.49925 -3.52583 -2.41559 0.00 -0.01 0.00 0.109
H -5.36050 -1.39495 -3.03688 0.00 0.00 0.00 0.125
```
Positions in Å, forces in eV/Å.

Its molar mass is 1100.57 g/mol. The multiplicity is 1. For the relative energy (zero: lowest compared OMol25 entry of this formula, charge and spin), the calculation gives 0.0 kJ/mol. For the HOMO energy, the calculation gives -7.714 eV. Its HOMO-LUMO gap is 7.62 eV. As for the calculated total energy: -235411.3967 eV.